[1]
{"formula": "C40H35As2F3NO2PdS", "method": "the ωB97M-V functional and the def2-TZVPD basis", "symbols": ["Pd", "C", "C", "As", "C", "C", "C", "C", "C", "C", "C", "C", "C", "C", "C", "C", "As", "C", "C", "C", "C", "C", "C", "C", "C", "C", "C", "C", "C", "H", "H", "H", "H", "H", "H", "H", "H", "H", "H", "H", "H", "H", "H", "H", "H", "H", "H", "H", "H", "H", "H", "H", "H", "N", "S", "C", "C", "C", "C", "C", "C", "C", "C", "C", "C", "C", "C", "H", "H", "H", "H", "H", "H", "H", "H", "H", "H", "H", "F", "C", "F", "F", "C", "O", "O"], "positions_angstrom": [[-0.72657, -0.17981, -0.79030], [-1.35340, -2.60381, 1.62285], [-2.15091, -1.60206, 2.44533], [-2.48122, 0.16986, 1.64374], [-3.05569, -0.12652, -0.17335], [-2.98903, 0.89775, -1.14308], [-3.53039, 0.68298, -2.40807], [-4.15433, -0.51838, -2.70232], [-4.25330, -1.52108, -1.73756], [-3.70292, -1.33873, -0.48718], [-3.90676, 0.94815, 2.61414], [-4.95738, 1.58025, 1.93700], [-6.02104, 2.07461, 2.66329], [-6.01767, 1.97882, 4.05474], [-4.94845, 1.38931, 4.72961], [-3.87893, 0.89209, 4.01494], [0.37197, -1.92890, 0.99283], [1.19229, -1.10813, 2.52605], [1.05629, 0.26139, 2.74549], [1.56849, 0.82990, 3.90347], [2.21192, 0.03047, 4.84030], [2.34422, -1.33558, 4.62259], [1.83710, -1.91122, 3.46630], [1.40906, -3.38863, 0.38209], [0.78238, -4.47599, -0.22709], [1.55097, -5.54282, -0.65772], [2.93257, -5.51297, -0.49977], [3.55418, -4.41604, 0.08612], [2.79638, -3.34416, 0.52343], [-1.88586, -2.94919, 0.73935], [-1.13349, -3.47405, 2.24637], [-1.67565, -1.40558, 3.40667], [-3.15347, -1.98594, 2.64960], [-2.56568, 1.86736, -0.90048], [-3.47800, 1.46767, -3.15082], [-4.58298, -0.67708, -3.68304], [-4.76183, -2.44658, -1.97163], [-3.79361, -2.12565, 0.24923], [-4.95984, 1.64868, 0.85607], [-6.85614, 2.53508, 2.15375], [-6.85208, 2.37378, 4.61902], [-4.95511, 1.32842, 5.80899], [-3.03953, 0.45253, 4.54092], [0.54271, 0.88813, 2.02318], [1.46541, 1.89321, 4.07693], [2.61062, 0.47173, 5.74392], [2.84519, -1.95639, 5.35317], [1.95132, -2.97596, 3.30287], [-0.29096, -4.49618, -0.36927], [1.07640, -6.39887, -1.11734], [3.52824, -6.35014, -0.83805], [4.62918, -4.39929, 0.20190], [3.28104, -2.49207, 0.98496], [0.80085, 1.36154, -0.51560], [1.15382, 2.87557, -1.14527], [1.32744, 2.45418, -2.86038], [2.35968, 1.61426, -3.27901], [2.50233, 1.37920, -4.63080], [1.62519, 1.97558, -5.53468], [0.59557, 2.80493, -5.10068], [0.43365, 3.04781, -3.74917], [2.80875, 3.23935, -0.60072], [3.38621, 4.34769, -1.21105], [4.66280, 4.72277, -0.82997], [5.33541, 4.00377, 0.15150], [4.73311, 2.91306, 0.76274], [3.45347, 2.52113, 0.39478], [1.67977, 0.89262, -0.26834], [3.04899, 1.18181, -2.56413], [3.29746, 0.73968, -4.98788], [1.75172, 1.79667, -6.59436], [-0.06254, 3.27474, -5.81832], [-0.34435, 3.71020, -3.38851], [2.86025, 4.90403, -1.97861], [5.13175, 5.57648, -1.29918], [6.33126, 4.30339, 0.44819], [5.25519, 2.36717, 1.53641], [2.99161, 1.69437, 0.92281], [0.96589, -2.00684, -4.68145], [-0.12784, -1.63633, -4.03530], [-0.37349, -0.33025, -4.30673], [-1.16002, -2.34581, -4.45135], [0.03678, -1.71319, -2.50199], [1.03500, -1.16253, -1.96103], [-0.92143, -2.18142, -1.83602]], "atomic_forces_ev_per_a": [[0.9717, -0.3952, 0.0770], [0.1513, -0.0384, 0.0469], [-0.0534, 0.0873, -0.0634], [-0.3101, -0.2213, 0.0903], [-0.1037, 0.0218, 0.0819], [0.1439, 0.0221, 0.1386], [0.0858, 0.0229, -0.0519], [-0.0141, -0.0094, -0.0040], [0.0144, -0.0103, -0.0226], [0.0275, 0.0166, -0.0566], [0.1447, 0.0447, -0.0190], [-0.0299, 0.0288, -0.1331], [-0.0059, 0.0048, 0.0514], [0.0207, -0.0149, -0.0183], [-0.0372, 0.0249, -0.0292], [0.0842, -0.0357, 0.1074], [-0.3490, 0.3196, -0.0576], [-0.0120, -0.1041, -0.0220], [-0.0198, 0.0275, -0.0195], [0.0155, -0.0001, 0.0304], [-0.0083, -0.0148, -0.0189], [-0.0010, 0.0304, 0.0017], [0.0433, -0.0287, -0.0124], [-0.0166, 0.0303, 0.0335], [-0.0864, -0.0027, 0.0080], [0.0424, -0.0067, -0.0075], [-0.0095, 0.0127, 0.0053], [0.0105, -0.0349, -0.0236], [0.0121, 0.0680, 0.0256], [0.0019, -0.0002, -0.0082], [-0.0060, -0.0096, -0.0096], [0.0295, 0.0180, -0.0080], [0.0110, -0.0192, 0.0233], [-0.0883, 0.0228, 0.0736], [-0.0150, -0.0066, -0.0059], [0.0074, 0.0088, -0.0025], [0.0008, -0.0010, 0.0060], [-0.0357, 0.0228, 0.0183], [-0.0142, -0.0020, 0.0136], [-0.0022, -0.0029, 0.0001], [0.0017, 0.0047, -0.0007], [0.0023, -0.0023, 0.0017], [-0.0099, -0.0064, -0.0047], [0.0140, -0.0024, -0.0080], [-0.0026, -0.0014, 0.0051], [0.0018, 0.0041, -0.0030], [-0.0019, 0.0023, 0.0031], [-0.0096, 0.0010, -0.0006], [0.0076, -0.0044, 0.0054], [-0.0070, 0.0019, 0.0019], [0.0031, 0.0030, -0.0011], [0.0000, -0.0021, 0.0046], [0.0050, -0.0038, -0.0063], [-0.0816, 0.0987, -0.0225], [-0.0194, -0.1757, -0.0402], [-0.0149, 0.0714, -0.1611], [0.0736, -0.0604, 0.2105], [-0.0761, 0.0292, -0.0659], [-0.0155, -0.0052, -0.0050], [0.0720, -0.0539, -0.0640], [-0.1273, 0.0766, 0.1969], [0.0268, 0.0863, -0.0658], [-0.0189, 0.0063, -0.0574], [0.0133, -0.0133, 0.0235], [-0.0195, -0.0117, 0.0075], [0.0474, 0.0322, -0.0177], [-0.0882, -0.0466, 0.0798], [-0.0258, -0.0616, 0.0620], [0.0073, -0.0160, -0.0336], [0.0118, -0.0011, 0.0177], [0.0012, -0.0010, 0.0017], [-0.0118, 0.0055, 0.0125], [0.0068, -0.0005, -0.0373], [0.0141, -0.0063, -0.0022], [-0.0062, 0.0037, 0.0006], [0.0026, -0.0053, -0.0021], [-0.0033, -0.0010, 0.0009], [-0.0093, 0.0061, -0.0135], [0.0095, 0.0614, 0.0149], [0.1537, -0.0390, -0.0443], [0.0091, -0.0706, -0.0449], [0.0385, -0.0193, -0.0331], [0.0649, -0.3606, 0.4727], [-0.2150, 0.4287, -0.4234], [-0.4248, 0.1730, -0.2034]], "total_charge": 3, "de_lowest_kj_mol": 58.36, "lumo_energy_ev": [-7.714, -11.245], "gap_ev": [8.161, 5.246], "multiplicity": 5, "homo_energy_ev": [-15.88, -16.49]}

=====

[2]
{"formula": "C40H35BrFKN5OS", "method": "the ωB97M-V functional and the def2-TZVPD basis", "symbols": ["K", "C", "C", "C", "C", "C", "C", "C", "C", "C", "H", "H", "H", "H", "H", "H", "H", "H", "H", "H", "H", "H", "Br", "C", "C", "C", "C", "O", "C", "C", "N", "C", "C", "C", "C", "C", "C", "C", "C", "N", "C", "C", "H", "H", "H", "H", "H", "H", "H", "H", "H", "H", "C", "N", "C", "C", "N", "C", "S", "C", "C", "C", "C", "C", "N", "H", "H", "H", "H", "H", "H", "H", "H", "H", "F", "C", "C", "C", "C", "C", "C", "H", "H", "H", "H"], "positions_angstrom": [[0.27636, 1.52981, 0.73881], [-3.93360, -1.10109, -2.25107], [-2.56572, -1.31345, -2.83925], [-2.03540, -2.59460, -2.96200], [-0.77003, -2.80568, -3.48665], [-0.18656, -4.19158, -3.56614], [-0.03254, -1.70343, -3.91188], [-0.53507, -0.41010, -3.81382], [0.28219, 0.76833, -4.26075], [-1.80404, -0.23224, -3.26186], [-3.91165, -0.29722, -1.51336], [-4.29903, -2.00927, -1.76897], [-4.64932, -0.81885, -3.02713], [-2.62147, -3.44478, -2.62548], [-0.95415, -4.95192, -3.41881], [0.57961, -4.33602, -2.79963], [0.28701, -4.36897, -4.53308], [0.95833, -1.85550, -4.33028], [0.58209, 1.37818, -3.40517], [-0.29300, 1.41916, -4.92069], [1.17975, 0.45168, -4.79318], [-2.19652, 0.77262, -3.14621], [-0.11847, -2.77378, 7.59722], [-0.14354, -1.41394, 6.25946], [-1.13375, -0.41759, 6.29782], [-1.16652, 0.54559, 5.33228], [-0.23425, 0.59938, 4.22766], [-0.35689, 1.46643, 3.33039], [0.81075, -0.40690, 4.27107], [1.95225, -0.45793, 3.37129], [2.22326, 0.29832, 2.37555], [3.46824, 0.11753, 1.76137], [4.65290, 0.21498, 2.45002], [5.89771, 0.12707, 1.78807], [5.96071, -0.05119, 0.44096], [4.76262, -0.16371, -0.30839], [4.75044, -0.34726, -1.71144], [3.56469, -0.45334, -2.36751], [2.37080, -0.38465, -1.61570], [2.33817, -0.22197, -0.31985], [3.51610, -0.09396, 0.34620], [0.80734, -1.38698, 5.27706], [-1.86341, -0.41521, 7.09911], [-1.91743, 1.32443, 5.35996], [2.67082, -1.25436, 3.62196], [4.61771, 0.40624, 3.51534], [6.80973, 0.22037, 2.36475], [6.91280, -0.09924, -0.07411], [5.69349, -0.38830, -2.24513], [3.51319, -0.56830, -3.44200], [1.41250, -0.44689, -2.12051], [1.59275, -2.13543, 5.27131], [-4.08729, 3.49461, 2.23598], [-3.84682, 2.07290, 2.32843], [-4.08053, 1.27968, 3.43345], [-3.65919, 0.03805, 3.13161], [-3.16384, 0.08429, 1.83732], [-3.28480, 1.35148, 1.32630], [-2.91283, 1.92487, -0.19676], [-2.53281, -1.02763, 1.21040], [-3.17077, -2.25823, 1.21025], [-2.48386, -3.33492, 0.67338], [-1.21408, -3.13471, 0.15585], [-0.68157, -1.85375, 0.19264], [-1.32855, -0.81744, 0.71645], [-4.62078, 3.81215, 3.12933], [-4.67609, 3.71282, 1.34644], [-3.13911, 4.02583, 2.15888], [-4.48748, 1.68003, 4.34375], [-3.58755, -0.85036, 3.73089], [-4.16974, -2.35839, 1.61126], [-2.94181, -4.31569, 0.65780], [-0.64445, -3.94395, -0.27948], [0.30988, -1.64349, -0.19271], [2.32516, 4.65255, -5.19348], [1.92931, 4.13208, -3.98431], [0.62409, 4.29317, -3.57593], [0.24865, 3.74416, -2.34654], [1.10208, 3.02439, -1.48171], [2.41827, 2.94052, -1.98800], [2.85044, 3.46727, -3.20824], [-0.07602, 4.82818, -4.20908], [-0.79835, 3.87676, -2.06825], [3.18427, 2.41350, -1.41091], [3.87419, 3.36475, -3.55268]], "atomic_forces_ev_per_a": [[-0.0910, 0.1098, 0.2282], [-0.0287, -0.0088, -0.0181], [0.0151, -0.0059, 0.0452], [-0.0587, -0.0337, -0.0373], [0.0652, 0.0204, -0.0288], [0.0107, 0.0052, 0.0057], [-0.0813, -0.0565, -0.0209], [-0.0236, -0.0512, -0.0289], [-0.0519, 0.0104, -0.0057], [0.0598, 0.0174, -0.0195], [-0.0071, 0.0065, -0.0229], [-0.0022, -0.0091, -0.0112], [-0.0140, 0.0040, 0.0062], [0.0005, 0.0018, -0.0026], [-0.0030, -0.0041, 0.0012], [0.0087, -0.0085, -0.0007], [0.0013, -0.0017, 0.0004], [0.0049, -0.0043, -0.0125], [0.0350, 0.0391, -0.0164], [0.0013, 0.0034, 0.0048], [0.0098, -0.0180, -0.0023], [0.0152, 0.0049, 0.0005], [-0.0023, 0.0104, -0.0031], [-0.0967, 0.0562, 0.0228], [0.0549, -0.1183, 0.0557], [0.0538, 0.0231, -0.0220], [0.0431, -0.0765, 0.0141], [-0.0016, 0.0022, -0.0966], [0.1292, 0.1117, -0.2253], [-0.1539, -0.0191, 0.2361], [0.0531, -0.1150, -0.0111], [-0.0391, 0.0488, -0.0239], [0.0024, 0.0087, 0.0416], [-0.0398, 0.0093, 0.1598], [-0.0138, -0.0077, -0.1534], [0.0535, -0.0223, -0.0224], [0.1260, -0.0077, 0.0501], [-0.1357, -0.0118, -0.0297], [0.0300, 0.0843, -0.0086], [-0.0064, -0.0573, -0.0650], [-0.1006, 0.0370, 0.0016], [0.0447, -0.0503, 0.0234], [0.0062, -0.0126, 0.0090], [-0.0059, 0.0117, -0.0057], [-0.0405, -0.0033, 0.0348], [0.0140, 0.0038, 0.0000], [-0.0082, 0.0014, 0.0169], [-0.0062, -0.0065, -0.0075], [-0.0006, -0.0020, 0.0027], [0.0097, 0.0048, 0.0013], [0.0351, -0.0383, 0.0385], [-0.0052, 0.0019, 0.0074], [-0.0008, 0.0203, -0.0197], [-0.0240, 0.0538, -0.0016], [0.0400, -0.2266, 0.0057], [-0.0790, 0.2078, 0.1003], [0.0340, -0.1352, -0.0917], [0.0158, -0.0290, 0.0003], [0.0209, 0.0554, -0.0410], [-0.0237, 0.1374, 0.0556], [0.0236, -0.0025, -0.0183], [0.0710, -0.0119, -0.0024], [-0.0528, 0.0429, 0.0611], [-0.0390, -0.0750, -0.0303], [0.0889, -0.0653, 0.0215], [0.0078, 0.0012, -0.0005], [-0.0019, -0.0011, 0.0067], [-0.0046, 0.0077, -0.0003], [0.0044, -0.0169, 0.0122], [-0.0037, 0.0016, 0.0238], [-0.0093, 0.0006, 0.0046], [0.0049, -0.0109, -0.0128], [-0.0118, -0.0167, 0.0076], [-0.0045, -0.0012, 0.0068], [-0.0227, -0.0108, 0.0256], [-0.0091, 0.0680, -0.1099], [-0.0035, 0.0144, 0.0255], [-0.0398, -0.0531, 0.0622], [0.1897, 0.2280, -0.3223], [-0.0178, -0.0881, 0.0859], [0.0138, -0.0486, 0.0427], [0.0014, 0.0017, -0.0075], [0.0102, 0.0157, 0.0148], [-0.0533, 0.0424, 0.0015], [0.0095, 0.0061, -0.0124]], "total_charge": -1, "de_lowest_kj_mol": 85.41, "lumo_energy_ev": 2.162, "gap_ev": 5.778, "homo_energy_ev": -3.62}

=====

> What is the formula in the first record?

C40H35As2F3NO2PdS